[1]
Formula: C6H10
Source: the Open Molecules 2025 dataset
Level of theory: ωB97M-V/def2-TZVPD

CARTESIAN COORDINATES (ANGSTROEM)
C  -1.125  -0.096  -0.155
H  3.047  0.315  0.409
H  -0.722  1.764  -1.358
C  1.416  -0.649  -0.535
H  -2.079  0.083  1.745
H  -2.011  -0.288  -0.757
H  1.774  1.429  -0.345
H  1.935  -1.606  -0.636
H  -0.213  1.845  0.413
H  -1.535  -1.569  1.341
C  0.033  -0.640  -0.924
C  2.103  0.422  -0.108
H  -0.233  -1.348  -1.733
C  -0.592  1.234  -0.423
H  -0.350  -0.340  1.827
C  -1.285  -0.506  1.281

Its HOMO energy is -7.61 eV. Its energy above the lowest of the compared OMol25 structures with the same formula, charge and spin is 3.466 eV. The LUMO energy comes out at 0.022 Ha. For the gap between HOMO and LUMO, the calculation gives 0.3019 hartree. Its charge is 0.

---

[2]
Formula: C6H10
Source: the Open Molecules 2025 dataset
Level of theory: ωB97M-V/def2-TZVPD

CARTESIAN COORDINATES (ANGSTROEM)
C  0.080  0.592  -2.329
C  -1.071  0.204  -0.131
H  0.560  0.228  -3.233
H  0.628  1.616  1.771
H  -1.238  1.289  -0.135
C  -0.502  -0.229  -1.461
H  0.100  1.666  -2.151
C  -0.110  -1.481  1.405
H  1.636  1.034  0.439
H  -2.038  -0.284  0.045
C  1.037  0.712  1.301
H  1.700  0.236  2.030
H  0.721  -1.889  1.977
C  -0.069  -0.239  0.924
H  -0.941  -2.148  1.179
H  -0.493  -1.307  -1.631

Its HOMO energy is -9.28 eV. Its energy above the lowest of the compared OMol25 structures with the same formula, charge and spin is 0.951 eV. The LUMO energy comes out at 0.042 Ha. For the gap between HOMO and LUMO, the calculation gives 0.3835 hartree. Its charge is 0. Its SMILES is C=CCC(=C)C.

---

[3]
Formula: C6H10
Source: the Open Molecules 2025 dataset
Level of theory: ωB97M-V/def2-TZVPD

CARTESIAN COORDINATES (ANGSTROEM)
H  0.224  -0.391  3.076
H  0.284  1.231  2.361
H  -0.088  2.622  -1.717
C  -0.462  0.926  -0.565
H  1.392  -0.833  0.995
H  0.314  -2.480  -0.665
H  -1.191  1.472  0.024
H  -1.196  0.260  2.271
C  -0.112  0.215  2.228
H  -0.862  -1.843  -1.799
H  0.711  1.064  -2.313
C  0.378  -0.418  0.959
H  0.804  -1.303  -1.890
C  -0.329  -0.511  -0.216
C  0.006  -1.586  -1.194
C  0.128  1.577  -1.557

Its HOMO energy is -7.72 eV. Its energy above the lowest of the compared OMol25 structures with the same formula, charge and spin is 2.634 eV. The LUMO energy comes out at 0.033 Ha. For the gap between HOMO and LUMO, the calculation gives 0.3167 hartree. Its charge is 0. Its SMILES is C=C/C(C)=C\C.

---

[4]
Formula: C6H10
Source: the Open Molecules 2025 dataset
Level of theory: ωB97M-V/def2-TZVPD

CARTESIAN COORDINATES (ANGSTROEM)
C  0.465  1.518  -0.132
C  -2.141  0.005  0.000
H  0.065  2.168  0.665
H  -0.426  -0.973  -1.892
H  1.165  -0.288  -1.733
H  0.196  2.061  -0.936
H  0.949  -1.850  -1.028
H  0.409  0.270  1.900
C  -3.303  -0.094  0.251
C  0.428  -0.598  1.348
H  -0.281  -1.297  1.566
H  1.430  -1.113  1.365
H  -4.256  0.197  0.605
C  0.098  0.001  -0.055
H  1.580  1.578  -0.003
C  0.406  -0.845  -1.293

Its HOMO energy is -9.47 eV. Its energy above the lowest of the compared OMol25 structures with the same formula, charge and spin is 5.253 eV. The LUMO energy comes out at 0.019 Ha. For the gap between HOMO and LUMO, the calculation gives 0.3673 hartree. Its charge is 0.

---

[5]
Formula: C6H10
Source: the Open Molecules 2025 dataset
Level of theory: ωB97M-V/def2-TZVPD

CARTESIAN COORDINATES (ANGSTROEM)
H  2.961  -1.053  1.410
H  -2.428  -0.269  -1.064
H  3.204  0.298  0.267
C  2.463  -0.300  0.809
H  1.900  0.378  1.467
C  -1.628  0.332  -0.622
H  0.329  0.999  -1.284
H  -0.758  0.602  1.374
H  -2.494  0.260  1.370
C  -1.545  0.023  0.876
H  -1.332  -1.037  1.054
H  -0.502  0.045  -2.490
C  1.502  -0.866  -0.119
C  0.560  -0.922  -0.870
H  -1.905  1.384  -0.759
C  -0.328  0.126  -1.418

Its HOMO energy is -9.16 eV. Its energy above the lowest of the compared OMol25 structures with the same formula, charge and spin is 2.421 eV. The LUMO energy comes out at 0.039 Ha. For the gap between HOMO and LUMO, the calculation gives 0.3755 hartree. Its charge is 0. Its SMILES is CC#CCCC.

---

[6]
Formula: C6H10
Source: the Open Molecules 2025 dataset
Level of theory: ωB97M-V/def2-TZVPD

CARTESIAN COORDINATES (ANGSTROEM)
H  -0.917  0.989  1.369
C  1.569  -0.290  0.954
H  -2.356  0.824  0.343
C  -0.079  -0.284  -1.165
H  0.270  1.900  -0.703
H  2.602  -0.451  0.626
H  -0.015  -0.701  -2.166
C  0.603  -0.953  -0.004
C  -0.514  1.148  -0.856
C  -1.280  0.637  0.396
H  1.470  -0.708  1.963
H  1.412  0.791  1.024
C  -0.888  -0.793  0.024
H  -1.208  1.519  -1.616
H  -1.554  -1.650  0.061
H  0.883  -1.978  -0.251

Its HOMO energy is -9.50 eV. Its energy above the lowest of the compared OMol25 structures with the same formula, charge and spin is 1.322 eV. The LUMO energy comes out at 0.044 Ha. For the gap between HOMO and LUMO, the calculation gives 0.3931 hartree. Its charge is 0. Its SMILES is C[C@H]1[C@H]2CC[C@@H]12.

---

[7]
Formula: C6H10
Source: the Open Molecules 2025 dataset
Level of theory: ωB97M-V/def2-TZVPD

CARTESIAN COORDINATES (ANGSTROEM)
H  2.885  0.409  -0.447
H  0.042  -1.098  1.356
H  -3.037  -0.428  -0.317
C  -0.357  -0.792  0.380
H  -0.834  -1.667  -0.072
H  2.484  -1.294  -0.084
C  -2.341  0.389  -0.481
H  -2.186  0.627  -1.509
H  0.299  2.099  0.119
C  0.720  -0.079  -0.445
C  -0.098  1.144  -0.203
C  2.170  -0.247  0.086
C  -1.245  0.529  0.467
H  -1.523  0.767  1.495
H  0.734  -0.323  -1.508
H  2.286  -0.037  1.163

Its HOMO energy (alpha / beta) is -7.81 / -7.94 eV. Its energy above the lowest of the compared OMol25 structures with the same formula, charge and spin is 4.476 eV. The LUMO energy (alpha / beta) comes out at 0.014 / 0.015 Ha. For the gap between HOMO and LUMO (alpha / beta), the calculation gives 0.3009 / 0.3070 hartree. Its charge is 0.

---

[8]
Formula: C6H10
Source: the Open Molecules 2025 dataset
Level of theory: ωB97M-V/def2-TZVPD

CARTESIAN COORDINATES (ANGSTROEM)
H  0.197  1.349  -1.912
C  0.062  0.998  -0.884
H  -1.845  1.610  -0.073
H  1.062  0.923  -0.457
C  -0.699  -0.295  -0.866
H  2.175  -0.622  0.194
C  1.754  -1.342  0.896
H  -0.491  1.960  0.979
H  2.438  -1.782  1.617
C  -0.811  1.969  -0.067
H  -1.603  -0.241  -1.477
C  0.471  -1.716  0.902
H  -1.465  -2.000  -0.012
H  0.171  -2.476  1.628
H  -0.809  2.993  -0.446
C  -0.608  -1.328  -0.023

Its HOMO energy is -8.63 eV. Its energy above the lowest of the compared OMol25 structures with the same formula, charge and spin is 1.199 eV. The LUMO energy comes out at 0.036 Ha. For the gap between HOMO and LUMO, the calculation gives 0.3531 hartree. Its charge is 0. Its SMILES is C=C/C=C\CC.

---

[9]
Formula: C6H10
Source: the Open Molecules 2025 dataset
Level of theory: ωB97M-V/def2-TZVPD

CARTESIAN COORDINATES (ANGSTROEM)
H  -2.517  0.236  1.346
H  0.401  0.940  -1.194
C  0.529  -1.050  -0.879
H  -2.389  -0.260  -1.072
C  -1.591  0.328  -0.610
H  3.136  0.400  0.251
H  1.831  0.384  1.453
C  -1.546  0.013  0.888
H  2.923  -1.017  1.321
C  1.492  -0.852  -0.172
H  -1.844  1.386  -0.749
H  -1.325  -1.044  1.068
C  2.411  -0.242  0.762
H  -0.789  0.602  1.423
H  -0.437  0.075  -2.457
C  -0.286  0.101  -1.380

Its HOMO energy is -9.14 eV. Its energy above the lowest of the compared OMol25 structures with the same formula, charge and spin is 2.763 eV. The LUMO energy comes out at 0.038 Ha. For the gap between HOMO and LUMO, the calculation gives 0.3738 hartree. Its charge is 0. Its SMILES is CC#CCCC.

---

[10]
Formula: C6H10
Source: the Open Molecules 2025 dataset
Level of theory: ωB97M-V/def2-TZVPD

CARTESIAN COORDINATES (ANGSTROEM)
C  -0.792  -0.163  -0.444
C  2.685  0.770  -0.177
C  0.737  -0.767  0.178
C  -1.239  1.070  0.541
H  0.437  -1.107  1.164
H  0.758  -1.681  -0.433
H  3.674  1.117  0.135
H  -0.642  2.049  0.692
C  -1.770  -1.201  -0.321
H  -1.372  -2.140  0.048
H  -2.397  -1.409  -1.189
H  -0.570  0.484  -1.303
H  1.930  1.275  -0.796
H  -1.484  0.517  1.469
H  -2.163  1.584  0.155
C  2.209  -0.398  0.283

Its HOMO energy is -7.14 eV. Its energy above the lowest of the compared OMol25 structures with the same formula, charge and spin is 8.542 eV. The LUMO energy comes out at -0.093 Ha. For the gap between HOMO and LUMO, the calculation gives 0.1694 hartree. Its charge is 0.

---

[11]
Formula: C6H10
Source: the Open Molecules 2025 dataset
Level of theory: ωB97M-V/def2-TZVPD

CARTESIAN COORDINATES (ANGSTROEM)
H  -0.523  -2.590  0.127
C  -0.281  -1.858  -0.663
H  -1.108  1.021  -1.475
C  -0.134  0.864  -1.032
C  -0.453  -0.423  -0.139
H  -1.528  -0.322  0.089
H  1.247  -0.713  1.187
C  0.323  1.884  -0.002
H  0.750  -2.058  -0.972
H  0.567  2.930  -0.206
C  0.294  -0.168  1.177
H  0.928  1.833  2.052
H  -0.277  -0.499  2.052
C  0.547  1.314  1.179
H  -0.945  -2.092  -1.505
H  0.592  0.877  -1.870

Its HOMO energy is -9.08 eV. Its energy above the lowest of the compared OMol25 structures with the same formula, charge and spin is 0.445 eV. The LUMO energy comes out at 0.044 Ha. For the gap between HOMO and LUMO, the calculation gives 0.3782 hartree. Its charge is 0. Its SMILES is CC1CC=CC1.

---

[12]
Formula: C6H10
Source: the Open Molecules 2025 dataset
Level of theory: ωB97M-V/def2-TZVPD

CARTESIAN COORDINATES (ANGSTROEM)
H  -1.959  0.436  -1.565
H  -0.605  -1.638  -1.274
H  0.938  -0.111  1.529
H  0.054  -0.027  1.568
H  -2.112  1.580  -0.193
H  0.338  2.091  -0.436
C  1.956  -0.034  0.150
H  2.475  0.902  0.347
H  0.269  -1.989  0.252
H  2.546  -0.941  0.252
H  -1.808  -0.598  1.173
C  0.780  -0.030  -0.580
C  -0.177  -1.202  -0.362
C  -0.042  1.086  -0.614
C  -1.139  -0.296  0.370
C  -1.512  0.771  -0.617

Its HOMO energy is -7.97 eV. Its energy above the lowest of the compared OMol25 structures with the same formula, charge and spin is 5.208 eV. The LUMO energy comes out at 0.020 Ha. For the gap between HOMO and LUMO, the calculation gives 0.3127 hartree. Its charge is 0.

---

[13]
Formula: C6H10
Source: the Open Molecules 2025 dataset
Level of theory: ωB97M-V/def2-TZVPD

CARTESIAN COORDINATES (ANGSTROEM)
H  -2.473  0.094  -0.463
C  -1.898  1.018  -0.283
C  -0.607  0.966  0.430
H  -1.762  1.550  -1.239
H  1.885  -1.246  1.218
H  1.412  1.105  -0.668
H  -2.467  1.721  0.336
C  -0.140  -0.415  0.795
H  -0.686  -0.839  -1.344
C  0.158  -0.889  -0.641
C  1.460  0.015  -0.524
C  1.384  -0.296  1.002
H  1.693  0.473  1.714
H  0.561  -1.901  -0.692
H  -0.803  -0.982  1.473
H  2.282  -0.375  -1.114

Its HOMO energy is -7.83 eV. Its energy above the lowest of the compared OMol25 structures with the same formula, charge and spin is 4.723 eV. The LUMO energy comes out at 0.013 Ha. For the gap between HOMO and LUMO, the calculation gives 0.3010 hartree. Its charge is 0.

---

[14]
Formula: C6H10
Source: the Open Molecules 2025 dataset
Level of theory: ωB97M-V/def2-TZVPD

CARTESIAN COORDINATES (ANGSTROEM)
H  0.054  1.473  1.415
H  -1.687  -1.574  0.069
H  1.052  0.187  2.013
H  -0.315  1.916  -2.452
C  -0.922  -1.171  0.742
C  0.781  0.717  1.106
C  -0.160  0.270  -1.133
H  -1.399  -0.799  1.646
C  0.350  -1.752  0.683
C  -0.145  1.703  -1.398
C  0.145  -0.243  0.089
H  -0.086  -0.369  -2.016
H  1.661  1.166  0.673
H  0.823  2.156  -1.146
H  -0.872  2.299  -0.848
H  0.818  -2.484  0.032

Its HOMO energy (alpha / beta) is -14.63 / -15.38 eV. Its energy above the lowest of the compared OMol25 structures with the same formula, charge and spin is 2.398 eV. The spin multiplicity is 2. The LUMO energy (alpha / beta) comes out at -0.221 / -0.230 Ha. For the gap between HOMO and LUMO (alpha / beta), the calculation gives 0.3165 / 0.3348 hartree. Its expectation value of S² is 0.755. Its charge is +1.